[1]
C14H39IrNOP2Si | ωB97M-V/def2-TZVPD

Properties
Multiplicity: 6
Max |F| (eV/A): 4.92
Expectation value of S²: 8.7730
Gap between HOMO and LUMO (spin up / spin down) (hartree): 0.1521 / 0.2226
E (eV): -47975.7401

Geometry (Å):
Ir 0.05813 -0.28654 0.02863
Si -0.25887 -2.64942 -0.57183
P 2.42551 -0.31271 -0.04752
P -2.35177 -0.09313 -0.13353
H 0.58556 -1.44941 -0.96718
C 3.24484 1.29772 0.21463
H 4.33219 1.16211 0.08592
H 3.05633 1.67012 1.23262
H 2.88579 2.03808 -0.51127
C 3.15499 -0.98521 -1.58585
H 4.24568 -1.00456 -1.44931
H 2.89475 -0.34026 -2.43786
H 2.78177 -2.00613 -1.74413
C 3.08530 -1.43773 1.25657
H 4.10536 -1.72823 0.96964
H 2.45653 -2.33575 1.32426
H 3.12429 -0.92919 2.22934
C -2.96233 1.61320 0.20581
H -4.03451 1.57115 0.47639
H -2.86024 2.24104 -0.69299
H -2.41454 2.09123 1.02322
C -3.21808 -0.52039 -1.67940
H -4.30440 -0.43124 -1.55020
H -2.98805 -1.55106 -1.95756
H -2.92019 0.13545 -2.50277
C -3.23881 -1.03527 1.14464
H -4.30825 -1.08121 0.91302
H -3.11848 -0.58540 2.13037
H -2.85954 -2.05457 1.19198
C -0.34023 -2.92435 -2.48257
H 0.47544 -2.42968 -3.02444
H -1.26263 -2.56137 -2.94723
H -0.26234 -3.99570 -2.68882
H 0.80596 -3.53838 -0.00499
H -1.61457 -2.96783 -0.05761
C -0.03928 2.24333 -2.24523
O -0.16065 1.83339 -1.05038
C 1.05514 3.22376 -2.56005
H 1.53666 2.95058 -3.50034
H 1.81285 3.11171 -1.77591
H 0.66305 4.25265 -2.61435
C -0.79426 1.55707 -3.37934
H -1.82511 1.93805 -3.50032
H -0.85714 0.48312 -3.15059
H -0.23585 1.61590 -4.32554
C -1.28579 0.76211 3.77956
C 0.02491 0.28910 3.16517
C 1.13870 1.25013 3.54634
C 0.34651 -1.10908 3.67567
N -0.06441 0.39280 1.68114
H -1.11400 0.88521 4.85594
H -2.08274 0.02379 3.64623
H -1.59308 1.72327 3.34739
H 1.20858 1.30988 4.63752
H 2.10422 0.91594 3.14106
H 0.89970 2.23900 3.13586
H -0.44148 -1.82689 3.41780
H 1.31684 -1.46959 3.31234
H 0.39544 -1.03342 4.76854

Just the Löwdin charges please, in e? Sure, here they are: 0.86 0.39 0.66 0.68 -0.20 -0.24 0.05 0.03 0.02 -0.26 0.04 0.06 0.04 -0.25 0.05 0.02 0.03 -0.25 0.05 0.05 0.03 -0.26 0.05 0.02 0.02 -0.27 0.05 0.02 0.00 -0.28 0.02 0.01 0.01 -0.06 -0.07 -0.59 -0.29 -0.08 0.06 0.04 0.07 -0.09 0.06 0.03 0.06 -0.06 -0.70 -0.06 -0.05 -0.18 0.09 0.06 0.08 0.09 0.06 0.09 0.08 0.05 0.09

---

[2]
C28H25InN4O5S3 | ωB97M-V/def2-TZVPD

Properties
Max |F| (eV/A): 0.74
Gap between HOMO and LUMO (hartree): 0.2509
E (eV): -83319.3806

Geometry (Å):
In 0.60884 0.14279 -0.31670
N -0.91521 -1.44561 0.38827
C -2.29318 -1.12719 0.06963
C -3.07919 -2.12366 -0.48829
C -4.41693 -1.90507 -0.74587
C -4.96867 -0.66713 -0.44695
C -4.16788 0.33377 0.06930
C -2.81128 0.13035 0.34597
C -2.01967 1.28111 0.86889
C -2.63284 2.15698 1.77105
C -2.05879 3.37100 2.11226
C -0.85859 3.76111 1.53816
C -0.18975 2.87554 0.70254
C -0.75072 1.63331 0.38870
H -0.74797 -2.43908 0.27440
H -0.69035 -1.19979 1.35234
H -2.63138 -3.08462 -0.72074
H -5.02230 -2.67344 -1.20545
H -6.01183 -0.48064 -0.65683
H -4.59193 1.31358 0.24790
H -3.58764 1.87805 2.20070
H -2.55609 4.01980 2.82246
H -0.43476 4.73439 1.75166
H 0.77775 3.15771 0.30398
O 4.83389 0.25335 3.54497
C 3.70192 0.15758 4.26658
C 3.82563 0.19516 5.65519
C 2.71081 0.10271 6.46070
C 1.43889 -0.03611 5.90280
C 1.31154 -0.07898 4.53161
C 2.42711 0.01596 3.69221
C 2.20777 -0.03705 2.23607
O 1.04504 -0.30544 1.78648
N 3.24027 0.18690 1.44854
N 2.91018 0.19073 0.10921
C 3.92095 0.18894 -0.68026
S 5.55019 0.10179 -0.06952
C 6.34053 0.33866 -1.68532
C 5.44911 -0.27581 -2.74500
S 3.76550 0.30360 -2.42447
H 4.58153 0.25845 2.59774
H 4.81774 0.30431 6.07337
H 2.82497 0.14673 7.53680
H 0.56489 -0.10623 6.53525
H 0.33775 -0.18536 4.07325
H 7.30849 -0.15899 -1.64540
H 6.48946 1.40372 -1.85160
H 5.46084 -1.36277 -2.69300
H 5.71918 0.04365 -3.75035
N 0.66283 -0.11236 -2.60675
C -0.67452 -0.48043 -3.05811
C -1.61475 0.50892 -3.29759
C -2.87908 0.14810 -3.73398
C -3.20915 -1.19608 -3.89126
C -2.26253 -2.17660 -3.62991
C -0.99095 -1.81889 -3.20309
S -4.84773 -1.63661 -4.49843
O -5.72509 -1.33744 -3.37672
O -4.72119 -3.05002 -4.80267
O -5.01420 -0.75626 -5.63564
H 0.94978 0.77935 -2.99667
H 1.33900 -0.82089 -2.87008
H -1.35169 1.55403 -3.16301
H -3.62325 0.89682 -3.97430
H -2.53650 -3.21302 -3.78113
H -0.23482 -2.57741 -3.01392

Just the Löwdin charges please, in e? Sure, here they are: 1.03 0.07 -0.24 -0.03 -0.06 -0.05 -0.02 -0.14 -0.19 -0.03 -0.07 -0.08 -0.13 -0.18 0.11 0.09 0.12 0.12 0.11 0.12 0.12 0.11 0.10 0.09 0.06 -0.26 -0.01 -0.07 -0.08 -0.02 -0.07 -0.40 -0.12 0.00 -0.14 -0.88 1.00 -0.50 -0.50 0.95 0.04 0.12 0.11 0.10 0.11 0.09 0.08 0.09 0.09 0.01 -0.33 -0.03 -0.02 -0.24 -0.05 -0.05 0.40 -0.35 -0.35 -0.34 0.09 0.06 0.12 0.13 0.12 0.12

---

[3]
C2H3N3O2 | ωB97M-V/def2-TZVPD

Properties
Max |F| (eV/A): 2.34
SMILES string: N=C=NC(=O)ON
Gap between HOMO and LUMO (hartree): 0.3960
E (eV): -10685.2672

Geometry (Å):
C 2.37109 0.37885 0.07948
C 0.03133 -0.38776 0.29148
N 3.52161 0.55268 -0.17559
N 1.36482 -0.22335 0.42723
N -2.05798 0.65120 -0.08041
O -0.42079 -1.49669 0.40814
O -0.67462 0.83956 0.15693
H 4.29191 1.16144 -0.50295
H -2.55647 0.06438 0.64254
H -2.16553 0.18794 -0.98387

Just the Löwdin charges please, in e? Sure, here they are: -0.25 -0.53 0.20 0.20 0.02 0.11 -0.07 0.11 0.11 0.09

---

[4]
C4H7NO4S | ωB97M-V/def2-TZVPD

Properties
Max |F| (eV/A): 4.85
Total charge: -2
Gap between HOMO and LUMO (hartree): 0.2858
E (eV): -24776.7837

Geometry (Å):
C 3.40593 -0.41562 0.80223
C 0.08026 0.11437 -1.37601
C -0.16519 0.86570 0.94939
C -0.82616 0.53970 -0.32293
N 2.32526 -0.70485 0.48668
O 4.51795 -0.06093 1.18684
O -2.84184 -0.49109 1.22728
O -1.33418 -2.08107 0.27555
O -2.80073 -0.80577 -1.23377
S -2.01851 -0.80353 0.03772
H 1.05612 -0.45734 -1.06809
H -0.33952 -0.51434 -2.15087
H 0.56239 1.08313 -1.79263
H -0.89830 0.83522 1.67029
H 0.43345 1.74186 0.91958
H 0.40762 -0.06747 1.13031
H -1.56457 1.22204 -0.74157

Just the Löwdin charges please, in e? Sure, here they are: -0.66 -0.17 -0.13 -0.53 0.04 -0.16 -0.43 -0.39 -0.45 0.43 0.06 0.06 0.09 0.03 0.07 0.06 0.10

---

[5]
C5H11NO | ωB97M-V/def2-TZVPD

Properties
Max |F| (eV/A): 2.24
SMILES string: C/C=C/C.NC=O
Gap between HOMO and LUMO (hartree): 0.3514
E (eV): -8900.2941

Geometry (Å):
C -1.76027 0.30558 1.74593
N -2.11770 1.47824 1.22391
O -1.71794 -0.70285 1.04423
H -1.67540 0.39963 2.84247
H -2.15170 2.26132 1.85140
H -2.43551 1.55504 0.27034
C 1.77065 1.54604 -0.55198
C 1.26063 0.13403 -0.57243
C 1.65067 -0.79377 -1.47554
C 1.02954 -2.23703 -1.45965
H 2.50264 1.78606 -1.32778
H 0.86043 2.13081 -0.77336
H 2.11327 1.87194 0.45193
H 0.59316 -0.13802 0.25292
H 2.33456 -0.50116 -2.27811
H 0.11373 -2.28499 -0.82791
H 0.81256 -2.61956 -2.48239
H 1.79237 -2.91516 -1.01872

Just the Löwdin charges please, in e? Sure, here they are: -0.42 0.12 -0.02 0.13 0.09 0.11 -0.12 -0.20 -0.15 -0.11 0.07 0.07 0.07 0.08 0.09 0.07 0.06 0.06